8
Properties=species:S:1:pos:R:3:forces:R:3 method="wB97M-V/def2-TZVPD" lumo_energy_ev=0.478 smiles="N=C=O.N=C=S" orbital_gap_ev=10.187 charge=0 homo_energy_ev=-9.71 e_above_lowest_kcal_mol=7.9 fmax_ev_per_a=3.52
S 0.2248 1.4690 1.5935 0.1260 -0.3747 0.1340
O -1.9385 0.7960 -1.7470 0.9269 0.8891 -2.9174
N -2.5298 0.1712 0.4102 -0.4381 -0.2008 -0.5578
N 1.0178 1.0737 -1.0239 -0.4535 -1.5297 2.0281
C 0.6449 1.1769 0.1043 0.6063 1.1155 -0.6397
C -2.1099 0.5133 -0.6563 -1.4691 -0.9548 3.0476
H -2.3447 0.0635 1.3745 0.5072 0.1320 0.2147
H 1.1984 1.6551 -1.7802 0.1942 0.9235 -1.3095



47
Properties=species:S:1:pos:R:3:forces:R:3 method="wB97M-V/def2-TZVPD" lumo_energy_ev=-1.066 orbital_gap_ev=6.842 charge=0 homo_energy_ev=-7.91 fmax_ev_per_a=0.43
Sb -2.7512 0.9145 -2.5718 -0.0690 0.0962 0.4079
Pd -1.8610 -0.5954 -0.2140 -0.2577 -0.0411 -0.0323
Br -2.2373 0.6865 3.5604 -0.0033 -0.0850 -0.0499
Se -0.8438 1.7427 -3.6310 0.1890 0.1043 -0.1624
Se -0.5605 -2.3579 -1.1883 0.3774 0.1023 0.0678
Se -4.3472 -0.4954 -3.5512 -0.0484 -0.0594 -0.3125
Se -3.0946 1.6137 -0.2070 0.0995 -0.1181 -0.0606
O 5.6122 0.9303 -1.9729 -0.0311 -0.0426 0.0431
O 0.9744 -1.2385 -1.3362 -0.0318 -0.3830 -0.1918
O 5.3267 3.1934 -1.6381 -0.0593 0.0412 0.0577
O -0.1492 0.4421 -0.3931 -0.2013 0.2609 -0.0727
O 2.7204 1.4428 2.3299 -0.0143 0.0081 -0.0376
N -5.2152 -2.9410 0.7741 0.0268 -0.0137 0.0023
N -3.4145 -1.8371 0.2765 0.2377 0.0734 0.0074
N -0.4568 -1.1916 2.6045 -0.0563 -0.0464 -0.0256
C 1.7033 0.5573 2.4052 0.0535 -0.0298 -0.0452
C 0.8719 -0.0214 -0.9423 -0.1857 -0.0131 0.2097
C 1.8389 -0.7838 2.0488 -0.0145 0.0038 0.0230
C -3.0538 -3.0389 0.8652 -0.0155 -0.1756 0.1087
C -4.1694 -3.7387 1.1736 0.0691 0.1012 -0.0534
C 2.0438 0.8484 -1.1148 0.0453 0.0237 -0.0362
C 6.2511 2.1989 -2.0785 0.1093 0.0153 -0.0529
C 0.7370 -1.6057 2.1695 0.0556 0.0653 -0.0256
C 3.2828 0.2997 -1.4912 0.0239 0.0555 0.0161
C -4.7366 -1.7968 0.2447 -0.2301 0.1071 -0.0118
C -0.5475 0.0790 2.9296 0.0484 0.1645 0.0685
C 2.9374 3.1013 -1.0668 0.1524 -0.0604 -0.0297
C 0.4758 1.0106 2.8598 -0.0490 -0.0848 0.0103
C 1.8769 2.2128 -0.9110 -0.0853 -0.0430 0.0185
C 4.3123 1.1873 -1.6318 -0.0132 0.0612 -0.0069
C 4.1452 2.5533 -1.4278 -0.0242 -0.0571 -0.0168
C -5.6529 -0.7247 -0.2169 0.0654 0.0264 0.1034
H -5.4483 -0.4613 -1.2541 -0.0324 -0.0175 0.0763
H -6.6835 -1.0673 -0.1317 -0.0324 -0.0195 -0.0159
H -2.0233 -3.2876 1.0474 -0.0422 0.0119 0.0031
H -4.3094 -4.6999 1.6298 0.0010 -0.0272 0.0203
H 2.7797 -1.1770 1.6843 0.0208 0.0043 0.0018
H 0.8952 2.5796 -0.6466 -0.0030 -0.0102 0.0034
H 2.8189 4.1641 -0.9190 -0.0002 0.0198 -0.0024
H -6.1942 -3.1519 0.8605 0.0188 0.0161 -0.0052
H -5.5181 0.1706 0.3870 -0.0163 -0.0237 0.0057
H 0.8129 -2.6498 1.8927 -0.0405 -0.0243 -0.0067
H 3.4050 -0.7590 -1.6677 -0.0074 -0.0074 -0.0012
H 3.4743 1.0418 1.8807 -0.0302 0.0049 0.0151
H 7.1303 2.2175 -1.4335 -0.0084 0.0004 -0.0418
H 0.3274 2.0430 3.1351 0.0068 0.0194 -0.0034
H 6.5146 2.3896 -3.1222 0.0022 -0.0039 0.0302



87
Properties=species:S:1:pos:R:3:forces:R:3 method="wB97M-V/def2-TZVPD" lumo_energy_ev=-4.012 smiles="CN1C(=O)[C@@H](Cc2ccccc2)N(/C=C/[C@@H](c2ccccc2)[C@@H](C=[N+]2CCOCC2)c2ccccc2)[C@@H]1/C=C/c1ccccc1" orbital_gap_ev=6.413 charge=+1 homo_energy_ev=-10.42 e_above_lowest_kcal_mol=1.5 fmax_ev_per_a=2.75
O -3.0706 3.1967 0.7202 0.8537 -1.1351 0.2850
O 1.9761 -0.7970 -4.2924 0.1096 0.0370 0.9763
N -2.9211 1.0471 1.5792 0.4302 0.8148 -0.5216
N -0.7840 0.5266 1.0032 -0.1732 -0.2782 -0.0157
N 2.7797 -1.0221 -1.5990 1.6272 0.0285 1.5936
C 1.8519 -2.0702 -3.6504 -0.5199 0.3382 -0.4080
C 3.0103 -2.1835 0.5852 1.8909 -1.2402 -1.5664
C 5.1951 -1.4606 1.6467 0.3501 -0.3937 0.2877
C 2.8020 -2.2438 -2.4677 -0.2626 0.0614 -0.4739
C -3.5953 -2.3695 -2.4453 0.2600 -0.0718 0.7380
C 0.4454 -0.0819 0.9566 -0.5516 -0.5809 0.0910
C -0.9613 1.9325 0.6727 -0.0652 -0.3148 -0.6308
C 1.8567 -3.2154 2.5411 0.1188 0.1873 -0.5820
C -4.1347 -4.7284 -2.5302 0.1187 0.4443 0.0825
C -1.7244 3.5200 4.8592 0.1192 -0.1545 0.0305
C 2.0284 -1.9388 1.6859 -1.4858 0.6925 2.1649
C -3.8306 -4.8492 -1.1663 0.0171 0.2425 -0.0968
C -1.0355 2.6224 5.6825 0.0240 -0.0040 -0.2358
C 0.9182 -4.1791 2.1688 0.2283 -0.3325 0.2556
C 1.7821 0.3085 -3.4023 -0.3267 -0.2425 -0.4984
C -2.5338 -1.2920 0.9691 -0.2655 -0.0506 -0.8594
C 0.3316 1.9546 3.7962 -0.3811 -0.0183 0.0480
C -3.4037 -3.7385 -0.4377 0.0107 0.2674 -0.5473
C -1.3981 3.6178 3.5087 -0.0791 -0.1446 -0.0355
C 2.8147 -4.7380 4.1628 -0.3824 0.1708 -0.1589
C -4.0219 -3.4798 -3.1654 -0.0267 -0.4001 0.2139
C 2.7907 0.2940 -2.2653 0.3523 0.1777 -0.7687
C 6.3116 -1.7387 2.4455 -0.1580 -0.0533 -0.1642
C 4.7891 -3.8377 1.3852 -0.0248 0.2215 -0.0207
C 0.6746 -1.3771 1.2912 -0.4092 0.3219 -0.2854
C 1.8732 -5.7049 3.7915 0.0818 0.1024 0.1060
C 0.8959 -5.4099 2.8411 0.0708 0.2913 -0.2782
C -4.2889 0.9670 2.0322 -0.1314 -0.2187 0.1861
C -2.4392 2.1714 0.9663 -0.7077 0.2727 0.0376
C -2.7782 -1.3192 -0.3533 0.1348 0.2636 1.0408
C 5.8926 -4.1235 2.1884 0.0498 0.2044 -0.0105
C -0.0850 2.8879 1.4875 -0.3216 0.3553 -0.0965
C -3.2640 -2.4823 -1.0732 -0.5504 -0.9976 -0.7186
C -0.3954 2.8082 2.9621 0.3884 0.2800 0.2136
C -1.9811 -0.0718 1.6386 0.2291 0.8333 0.3153
C 6.6181 -3.0688 2.7635 0.1712 0.0645 -0.1852
C 2.7483 -3.4704 3.5895 0.0638 -0.0245 -0.2261
C 4.3956 -2.5072 1.1902 -0.0230 0.0148 -0.4102
C 3.1345 -1.0196 -0.3367 -1.1371 -0.7509 -0.7335
C -0.0079 1.8405 5.1459 -0.0132 0.0765 -0.0175
H 1.2372 0.5830 0.5781 -0.2211 -0.1463 0.5693
H -4.8127 0.1506 1.5281 -0.0026 0.0758 0.0163
H -0.7962 2.0695 -0.4136 -0.0486 0.2141 0.3710
H 7.4695 -3.2826 3.4183 -0.3533 0.0665 -0.2924
H -4.4574 -5.6011 -3.0977 0.0699 0.2357 0.1596
H 3.6130 -4.9592 4.8698 -0.3456 -0.0048 -0.0109
H 3.4456 -2.6831 3.8971 -0.1548 -0.3523 -0.1403
H 2.5429 1.0578 -1.5197 0.0624 -0.1831 -0.2030
H 4.2066 -4.6433 0.9267 0.1281 0.2401 0.3176
H 4.9589 -0.4338 1.3698 0.1112 -0.1411 0.3991
H -2.8024 -2.1153 1.6379 0.2597 0.1659 -0.3644
H 6.1762 -5.1689 2.3723 -0.1181 0.5812 -0.0561
H 0.7541 0.3220 -2.9833 0.3341 -0.1109 -0.2973
H -4.2640 -3.3781 -4.2239 0.0400 -0.0645 0.2972
H 2.5150 -3.1378 -1.9006 0.1441 0.4281 -0.0956
H 3.4708 -0.0693 0.0929 -0.4891 -0.1446 -0.2958
H -0.1997 -2.0196 1.4418 0.4092 0.4074 0.1842
H -4.7811 1.9147 1.8024 0.1484 -0.1599 0.0117
H -1.9375 4.3117 2.8562 0.1633 -0.2538 0.2599
H 2.4649 -1.2094 2.3906 0.1642 -0.1024 -0.3445
H -2.6364 -0.4077 -0.9482 0.1858 -0.2772 0.2321
H -4.3252 0.7942 3.1133 0.0018 0.0350 -0.1004
H 6.9298 -0.9047 2.7985 -0.2306 -0.4916 -0.0425
H -2.5245 4.1415 5.2633 0.2606 -0.1611 -0.0557
H -3.9218 -5.8150 -0.6673 -0.0042 0.2573 -0.1752
H 3.8222 -2.3836 -2.8735 -0.2917 0.3465 0.5383
H 2.1086 -2.7846 -4.4471 -0.1602 0.0407 0.5082
H 2.6839 -3.0669 0.0076 0.0432 0.3768 0.2808
H 1.9415 1.1982 -4.0310 -0.1719 -0.2336 0.4216
H 0.5372 1.1363 5.7747 -0.1252 0.2371 -0.0786
H 0.8082 -2.2438 -3.3203 0.3354 0.1570 -0.1773
H -0.3271 3.8916 1.1123 0.2269 -0.1429 0.0810
H 1.1542 1.3690 3.3752 -0.2619 0.1002 0.1834
H 0.1273 -6.1361 2.5786 0.2744 0.0581 0.0992
H 0.9742 2.6851 1.2880 -0.1473 0.0860 0.0565
H -1.2944 2.5421 6.7389 0.0863 -0.0025 -0.3018
H 3.7967 0.4883 -2.6707 -0.2472 -0.1575 0.1621
H -1.7713 -0.3161 2.6946 0.1716 0.0854 -0.1563
H -3.1621 -3.8289 0.6248 -0.0961 -0.1203 -0.4362
H 1.9042 -6.6884 4.2557 -0.0532 0.1862 -0.0990
H -3.5011 -1.3884 -2.9188 -0.0580 -0.3347 0.0519
H 0.2222 -3.9871 1.3425 0.2560 -0.1537 0.4016